{"formula": "C24H33N3O4", "method": "wB97M-V/def2-TZVPD", "energy_ev": -38083.55886, "smiles": "COc1cc(CNc2ccc(N3CCOCC3)cc2)ccc1OCC(=O)NC(C)(C)C", "relative_energy_ev": 2.111, "elements": ["C", "H", "O", "C", "C", "C", "C", "C", "C", "O", "C", "H", "H", "C", "O", "N", "H", "C", "C", "H", "H", "H", "C", "H", "H", "H", "C", "H", "H", "H", "H", "H", "C", "N", "C", "C", "C", "C", "C", "C", "H", "H", "N", "C", "H", "C", "H", "O", "C", "C", "H", "H", "H", "H", "H", "H", "H", "H", "H", "H", "H", "H", "H", "H"], "positions_angstrom": [[-0.437440, 1.371234, -0.780088], [-1.193631, 1.041574, -0.060169], [0.844627, 0.897962, -0.444121], [1.042089, -0.453299, -0.355390], [0.041945, -1.383311, -0.596422], [0.247192, -2.747714, -0.424856], [1.493013, -3.189772, -0.014486], [2.515694, -2.280325, 0.181955], [2.318437, -0.915697, 0.015724], [3.407858, -0.128282, 0.282346], [3.547408, 1.122189, -0.362896], [2.964847, 1.899403, 0.144705], [3.207835, 1.073712, -1.402947], [5.015306, 1.567531, -0.375425], [5.330554, 2.617309, -0.898807], [5.849061, 0.707412, 0.222673], [5.427415, -0.117712, 0.622197], [7.294455, 0.873479, 0.366543], [7.819760, -0.356322, 1.105421], [7.359797, -0.437888, 2.088179], [7.605781, -1.261771, 0.541112], [8.895799, -0.280485, 1.235859], [7.579792, 2.143437, 1.172248], [7.124091, 2.076848, 2.157786], [7.165788, 3.003045, 0.653305], [8.650996, 2.282957, 1.288737], [7.931166, 0.973620, -1.021979], [9.006920, 1.098197, -0.934441], [7.726892, 0.073796, -1.598251], [7.518109, 1.827997, -1.550122], [3.496513, -2.613687, 0.483696], [1.675363, -4.242918, 0.137740], [-0.914315, -3.696415, -0.604948], [-1.955633, -3.476460, 0.385907], [-2.799360, -2.374253, 0.303462], [-3.375179, -1.962970, -0.901145], [-4.240985, -0.892279, -0.944189], [-4.599519, -0.195425, 0.212182], [-4.045477, -0.621443, 1.417899], [-3.158687, -1.679968, 1.457357], [-2.738791, -1.982869, 2.407274], [-4.301124, -0.129187, 2.343326], [-5.434787, 0.925028, 0.103374], [-5.564970, 1.811332, 1.240982], [-4.581110, 1.986002, 1.679031], [-6.130626, 3.147549, 0.748627], [-6.305665, 3.822858, 1.587834], [-7.372475, 2.985981, 0.106096], [-7.249905, 2.107466, -0.988135], [-6.723032, 0.743264, -0.542037], [-6.622437, 0.085398, -1.403683], [-7.448146, 0.295559, 0.159299], [-8.247426, 2.015007, -1.420852], [-6.563384, 2.535504, -1.734818], [-5.409453, 3.605916, 0.054238], [-6.239706, 1.398689, 2.010022], [-4.640651, -0.582737, -1.898396], [-3.139016, -2.479840, -1.819058], [-1.597986, -3.602810, 1.325526], [-0.571989, -4.729569, -0.500579], [-1.347973, -3.580878, -1.599709], [-0.935558, -1.047147, -0.900141], [-0.359038, 2.456949, -0.752685], [-0.733557, 1.056200, -1.785528]], "forces_ev_per_a": [[-0.28, 0.11, -0.06], [0.02, -0.02, -0.03], [0.44, -0.38, 0.16], [0.04, 0.17, 0.01], [0.05, 0.14, -0.05], [0.08, -0.12, -0.03], [-0.16, 0.02, -0.10], [0.01, 0.34, 0.00], [0.04, -0.25, -0.04], [-0.27, -0.06, 0.19], [0.08, 0.62, -0.29], [0.15, -0.14, -0.12], [0.07, 0.00, 0.12], [-0.53, -0.49, 0.14], [-0.03, 0.35, -0.17], [0.16, -0.44, 0.28], [-0.02, 0.08, -0.07], [0.26, 0.19, -0.06], [-0.14, 0.21, -0.13], [-0.04, -0.02, 0.14], [-0.01, -0.13, -0.06], [0.10, 0.01, 0.01], [-0.06, -0.11, -0.13], [-0.03, -0.01, 0.12], [0.00, 0.09, 0.00], [0.15, 0.01, 0.03], [-0.10, 0.04, 0.14], [0.16, 0.00, 0.01], [0.00, -0.11, -0.06], [0.02, 0.05, -0.07], [0.13, 0.00, 0.03], [0.02, -0.13, 0.01], [0.13, 0.12, 0.02], [0.01, -0.49, 0.31], [-0.35, 0.24, 0.16], [0.07, -0.12, 0.07], [-0.03, 0.04, 0.11], [0.21, -0.18, 0.05], [-0.23, 0.17, -0.13], [0.20, -0.22, -0.19], [0.06, -0.02, 0.08], [-0.04, 0.07, 0.07], [-0.10, 0.32, -0.01], [-0.10, 0.29, -0.17], [-0.04, 0.00, 0.04], [0.25, -0.08, 0.28], [0.08, -0.03, -0.04], [-0.13, 0.02, 0.07], [-0.03, -0.36, -0.15], [-0.19, 0.28, -0.12], [-0.04, 0.02, 0.01], [0.03, -0.03, -0.08], [0.08, -0.02, -0.03], [-0.06, -0.06, 0.03], [-0.04, -0.03, 0.09], [0.08, 0.00, 0.02], [-0.02, 0.06, -0.09], [0.02, -0.05, -0.09], [-0.04, 0.04, -0.15], [-0.02, 0.09, -0.13], [0.04, -0.13, 0.04], [-0.05, 0.12, -0.03], [-0.07, -0.06, -0.02], [0.00, -0.01, 0.04]], "nbo_charge": [-0.253, 0.186, -0.519, 0.313, -0.310, -0.040, -0.221, -0.236, 0.240, -0.522, -0.150, 0.213, 0.205, 0.669, -0.643, -0.630, 0.419, 0.124, -0.611, 0.209, 0.208, 0.220, -0.621, 0.206, 0.240, 0.206, -0.621, 0.206, 0.206, 0.241, 0.220, 0.210, -0.229, -0.595, 0.149, -0.264, -0.210, 0.118, -0.203, -0.253, 0.205, 0.208, -0.446, -0.247, 0.212, -0.070, 0.194, -0.521, -0.073, -0.240, 0.211, 0.176, 0.194, 0.164, 0.164, 0.174, 0.210, 0.212, 0.371, 0.207, 0.204, 0.233, 0.202, 0.178]}


{"formula": "C24H33N4O3S2", "method": "wB97M-V/def2-TZVPD", "energy_ev": -59190.47392, "total_charge": 1, "smiles": "CCCC[N@H+](C)S(=O)(=O)c1ccc(C(=O)N(CCN(C)C)c2nc3ccc(C)cc3s2)cc1", "relative_energy_ev": 1.128, "elements": ["C", "H", "H", "H", "C", "C", "C", "N", "H", "C", "H", "H", "H", "S", "O", "O", "C", "C", "C", "C", "C", "C", "H", "H", "C", "O", "N", "C", "N", "C", "C", "C", "C", "C", "C", "S", "H", "C", "H", "H", "H", "H", "H", "C", "H", "H", "C", "N", "C", "H", "H", "H", "C", "H", "H", "H", "H", "H", "H", "H", "H", "H", "H", "H", "H", "H"], "positions_angstrom": [[-2.645369, -1.608864, -0.088518], [-1.669575, -1.209399, 0.180879], [-2.499913, -2.549413, -0.612937], [-3.199278, -1.813665, 0.823191], [-3.411241, -0.619230, -0.960701], [-2.607231, -0.258282, -2.211555], [-3.334941, 0.672680, -3.177605], [-3.800646, 1.920046, -2.551807], [-4.226472, 1.711098, -1.645672], [-4.754024, 2.648941, -3.392246], [-5.038781, 3.576266, -2.898349], [-4.269027, 2.893845, -4.336297], [-5.643087, 2.048662, -3.584373], [-2.366769, 3.193677, -2.240353], [-3.130529, 4.296751, -1.780105], [-1.728447, 3.200880, -3.506060], [-1.399056, 2.471071, -0.951375], [-0.078838, 2.128366, -1.204906], [0.684090, 1.612514, -0.175012], [0.113072, 1.405168, 1.082457], [-1.209757, 1.793161, 1.315759], [-1.971938, 2.338356, 0.302983], [-2.976358, 2.687703, 0.481874], [-1.615426, 1.680875, 2.309198], [0.888960, 0.989958, 2.283472], [0.700285, 1.568335, 3.337649], [1.824896, -0.010700, 2.181804], [1.907849, -0.882469, 1.125374], [0.986555, -1.085288, 0.252959], [1.378565, -1.991847, -0.693634], [0.630748, -2.420447, -1.786481], [1.171843, -3.349617, -2.645780], [2.453894, -3.879690, -2.456664], [3.209247, -3.456965, -1.375228], [2.672044, -2.521297, -0.510037], [3.396335, -1.822884, 0.906986], [4.200570, -3.847172, -1.206365], [2.988764, -4.891526, -3.418610], [2.990274, -4.488756, -4.430285], [4.001800, -5.183358, -3.157631], [2.359558, -5.780517, -3.418038], [0.594630, -3.686351, -3.494128], [-0.356859, -2.021294, -1.940755], [2.696788, -0.248072, 3.320921], [3.721783, -0.324747, 2.951373], [2.618925, 0.622484, 3.973047], [2.342661, -1.536212, 4.118855], [1.429517, -1.395859, 5.214313], [1.931205, -0.649348, 6.345003], [1.289538, -0.847042, 7.202558], [2.939452, -0.982627, 6.582082], [1.943432, 0.435308, 6.172668], [0.075365, -1.039382, 4.872532], [-0.252796, -1.627805, 4.015936], [-0.569548, -1.268486, 5.720544], [-0.034147, 0.030462, 4.639207], [1.929700, -2.276434, 3.426490], [3.274604, -1.939618, 4.521707], [1.724281, 1.389624, -0.348287], [0.330668, 2.286826, -2.189570], [-4.203757, 0.153519, -3.594816], [-2.674326, 0.959141, -3.999880], [-1.650714, 0.170993, -1.913561], [-2.396061, -1.176105, -2.763476], [-3.609206, 0.274244, -0.360669], [-4.369125, -1.057107, -1.249956]], "forces_ev_per_a": [[-0.19, 0.20, 0.01], [0.13, 0.00, 0.05], [0.05, -0.12, -0.05], [-0.01, -0.08, 0.11], [0.25, -0.16, -0.14], [-0.28, 0.09, 0.16], [0.53, -0.83, -0.28], [0.60, 0.42, 0.55], [0.09, 0.06, 0.01], [-0.56, 0.62, -0.46], [-0.03, -0.12, -0.02], [-0.01, -0.08, 0.01], [0.14, -0.11, 0.10], [-0.33, -0.29, 0.26], [0.00, 0.02, 0.36], [0.33, -0.27, 0.00], [-0.36, 0.26, -0.36], [0.09, 0.06, -0.16], [-0.17, 0.18, 0.16], [-0.57, 0.67, -0.47], [0.29, -0.20, 0.02], [-0.09, 0.06, -0.09], [-0.15, 0.02, 0.13], [-0.03, 0.03, 0.08], [0.08, -0.01, 0.59], [0.03, 0.13, -0.55], [-0.13, 0.43, 0.21], [0.41, -0.82, -0.69], [-0.41, 0.28, 0.64], [0.83, -0.55, -0.31], [0.06, 0.05, 0.09], [0.01, 0.02, 0.02], [0.06, 0.09, 0.14], [-0.05, -0.07, -0.09], [-0.39, 0.29, 0.10], [-0.42, 0.21, -0.12], [0.13, -0.10, -0.04], [-0.02, -0.05, -0.06], [0.05, -0.03, -0.08], [0.07, -0.06, -0.04], [0.02, -0.09, -0.04], [-0.07, -0.04, -0.10], [-0.16, 0.04, -0.03], [0.25, -0.32, 0.65], [0.00, 0.14, 0.00], [0.14, -0.10, -0.13], [0.04, 0.25, -0.11], [0.03, -0.29, 0.14], [-0.06, -0.04, -0.11], [0.02, 0.06, 0.09], [0.07, 0.01, 0.07], [0.04, 0.11, 0.04], [-0.07, 0.19, 0.06], [-0.08, -0.07, -0.06], [-0.11, -0.03, -0.01], [-0.11, -0.18, 0.07], [0.10, -0.03, 0.00], [0.02, -0.03, -0.09], [0.08, -0.07, -0.04], [0.14, -0.02, -0.10], [-0.01, 0.22, 0.05], [-0.17, 0.02, -0.01], [0.04, -0.13, -0.07], [0.06, 0.04, -0.06], [-0.11, 0.03, 0.03], [-0.12, 0.09, -0.01]], "nbo_charge": [-0.606, 0.224, 0.214, 0.224, -0.408, -0.428, -0.240, -0.549, 0.435, -0.447, 0.256, 0.242, 0.237, 2.274, -0.864, -0.866, -0.372, -0.191, -0.095, -0.053, -0.159, -0.188, 0.240, 0.256, 0.669, -0.560, -0.465, 0.294, -0.502, 0.077, -0.154, -0.226, 0.014, -0.219, -0.204, 0.375, 0.225, -0.632, 0.225, 0.221, 0.227, 0.215, 0.199, -0.262, 0.212, 0.256, -0.219, -0.436, -0.414, 0.208, 0.202, 0.168, -0.425, 0.190, 0.204, 0.186, 0.200, 0.211, 0.235, 0.255, 0.224, 0.244, 0.220, 0.236, 0.177, 0.210]}


{"formula": "C24H33N4OPdSi", "method": "wB97M-V/def2-TZVPD", "energy_ev": -44790.24309, "total_charge": -1, "elements": ["Pd", "N", "C", "C", "N", "C", "C", "N", "C", "C", "N", "H", "H", "H", "H", "H", "H", "H", "H", "H", "H", "H", "H", "H", "H", "H", "H", "H", "H", "O", "Si", "C", "C", "C", "C", "C", "C", "C", "C", "C", "C", "C", "C", "C", "C", "C", "C", "C", "C", "H", "H", "H", "H", "H", "H", "H", "H", "H", "H", "H", "H", "H", "H", "H"], "positions_angstrom": [[-0.062243, -1.263229, -0.791080], [-0.646290, -2.584035, 1.244540], [-0.834674, -4.010827, 1.113456], [0.040578, -4.554630, -0.024571], [-0.140315, -3.854833, -1.291965], [-1.434875, -4.153928, -1.912115], [-2.042987, -2.953094, -2.653408], [-2.563872, -1.892965, -1.802607], [0.941698, -4.150135, -2.228405], [2.312727, -3.555548, -1.858345], [2.379320, -2.115368, -1.712889], [-1.345743, -2.105767, 1.790121], [0.259534, -2.313334, 1.601259], [-0.578120, -4.587684, 2.015972], [-1.889813, -4.204342, 0.906423], [1.077747, -4.418254, 0.284872], [-0.133559, -5.638866, -0.141187], [-1.342295, -5.011464, -2.600808], [-2.142407, -4.453211, -1.135965], [-1.280543, -2.508594, -3.298146], [-2.849496, -3.321810, -3.299226], [-1.759510, -1.511714, -1.209550], [-3.241266, -2.277727, -1.150578], [1.053017, -5.245088, -2.353860], [0.656605, -3.733959, -3.197826], [2.675310, -4.005516, -0.930111], [3.008734, -3.864438, -2.644907], [1.635355, -1.790182, -1.026492], [2.184805, -1.658459, -2.594158], [0.153938, 0.129683, 1.242902], [0.175212, 1.675689, 1.039700], [1.517471, 2.446734, 2.144186], [1.282981, 2.621007, 3.509461], [2.313993, 2.924379, 4.388022], [3.611141, 3.061491, 3.912523], [3.865286, 2.904039, 2.556713], [2.826038, 2.602088, 1.686684], [-1.484787, 2.520847, 1.452042], [-1.619788, 3.838626, 1.887851], [-2.869629, 4.398582, 2.121734], [-4.016610, 3.641923, 1.924814], [-3.905212, 2.325165, 1.496018], [-2.651426, 1.776660, 1.265820], [0.503127, 2.294161, -0.743416], [0.812642, 3.612557, -1.078854], [1.024767, 3.993737, -2.396649], [0.929251, 3.056447, -3.417169], [0.609498, 1.740710, -3.109068], [0.399318, 1.374892, -1.787148], [0.270622, 2.508280, 3.886132], [2.109852, 3.041379, 5.446785], [4.421835, 3.285150, 4.596617], [4.877982, 3.006395, 2.182819], [3.034312, 2.475187, 0.628628], [-0.729732, 4.439249, 2.053694], [-2.954794, 5.426050, 2.458460], [-4.993630, 4.077470, 2.100767], [-4.798256, 1.729293, 1.343840], [-2.555271, 0.748432, 0.929085], [0.892735, 4.363076, -0.296743], [1.264018, 5.024359, -2.635751], [1.101532, 3.351225, -4.446225], [0.520412, 1.007278, -3.902983], [0.123751, 0.316761, -1.539738]], "forces_ev_per_a": [[0.09, -0.06, 0.97], [-0.11, -0.30, 0.19], [0.13, 0.02, -0.10], [-0.10, 0.22, 0.06], [-0.04, -0.22, -0.14], [-0.02, 0.19, -0.08], [-0.03, -0.10, 0.16], [0.15, 0.04, 0.07], [0.15, 0.15, 0.10], [-0.24, 0.00, -0.01], [0.09, -0.13, 0.25], [-0.01, 0.05, 0.02], [0.04, 0.17, 0.02], [-0.05, -0.04, -0.03], [-0.01, 0.01, 0.01], [0.02, -0.06, -0.03], [0.02, -0.03, 0.03], [0.04, -0.03, 0.02], [0.01, 0.00, 0.01], [-0.01, -0.02, -0.06], [0.04, -0.02, 0.00], [-1.23, -0.23, -0.57], [0.01, -0.01, 0.03], [-0.02, 0.00, -0.04], [-0.04, -0.03, -0.01], [0.03, -0.03, -0.03], [0.03, -0.05, 0.04], [1.05, -0.18, -0.45], [-0.09, 0.07, -0.04], [-0.15, -0.49, -0.14], [0.03, 0.58, -0.07], [-0.14, 0.01, -0.09], [0.01, 0.06, -0.02], [-0.03, 0.01, 0.05], [0.04, 0.01, 0.00], [0.04, 0.03, 0.03], [0.02, 0.06, -0.02], [0.17, -0.10, 0.11], [0.01, 0.03, 0.00], [-0.04, 0.04, 0.01], [-0.02, 0.00, -0.01], [-0.02, 0.03, 0.01], [-0.01, -0.05, -0.02], [0.07, -0.28, 0.11], [0.01, 0.05, 0.07], [0.01, 0.07, -0.07], [0.00, -0.04, 0.03], [0.01, 0.06, -0.08], [-0.07, -0.04, 0.07], [0.04, -0.03, 0.05], [0.00, 0.02, -0.01], [-0.01, 0.01, 0.00], [-0.01, 0.01, -0.01], [0.02, -0.03, 0.03], [-0.02, 0.00, 0.00], [0.02, 0.00, 0.00], [0.00, 0.00, 0.01], [0.01, 0.00, -0.02], [-0.03, 0.01, 0.02], [0.01, -0.02, 0.01], [0.01, 0.00, 0.03], [-0.01, 0.00, 0.00], [-0.01, -0.03, 0.04], [0.14, 0.68, -0.49]], "nbo_charge": [0.110, -0.864, -0.216, -0.222, -0.460, -0.234, -0.222, -0.828, -0.226, -0.222, -0.830, 0.385, 0.395, 0.160, 0.177, 0.198, 0.159, 0.162, 0.187, 0.193, 0.171, 0.329, 0.332, 0.150, 0.194, 0.174, 0.181, 0.331, 0.350, -1.338, 1.881, -0.379, -0.231, -0.220, -0.238, -0.231, -0.213, -0.379, -0.243, -0.221, -0.239, -0.230, -0.210, -0.392, -0.221, -0.240, -0.234, -0.222, -0.183, 0.209, 0.195, 0.195, 0.197, 0.211, 0.205, 0.194, 0.195, 0.197, 0.222, 0.200, 0.195, 0.195, 0.198, 0.161]}